No. 1
Density functional theory data (the ωB97M-V functional and the def2-TZVPD basis) for 4 unconnected molecules or ions with the total composition C56H40N3O7 in a non-equilibrium geometry.

Calculated values
orbital gap: 6.47 eV
charge: +1

Last column: Löwdin charge in e.
Element x y z (Å)
C: 2.005 -0.230 3.853  -0.01
C: 1.248 0.367 2.621  -0.22
C: 1.414 -0.358 1.320  0.08
C: 0.699 0.238 0.177  0.07
C: -0.083 1.472 0.452  0.04
N: -0.071 1.952 1.717  -0.12
C: -0.863 3.216 1.934  -0.10
C: -1.859 3.100 3.134  -0.07
C: -2.909 1.948 2.975  -0.42
O: -3.387 1.477 3.971  0.13
N: -3.279 1.541 1.614  0.07
C: -3.634 0.126 1.595  -0.24
C: -2.764 -0.901 2.160  -0.03
C: -3.203 -2.291 2.102  -0.06
C: -4.465 -2.639 1.474  -0.07
C: -5.334 -1.627 0.873  -0.06
C: -4.895 -0.236 0.948  -0.02
N: 0.513 1.476 2.782  0.17
H: 1.271 -0.396 4.685  0.10
H: 2.725 0.555 4.220  0.10
H: 2.519 -1.184 3.589  0.09
H: 2.039 -1.271 1.222  0.13
H: 0.740 -0.209 -0.846  0.12
H: -0.625 1.994 -0.367  0.15
H: -1.349 3.533 0.983  0.13
H: -0.097 4.004 2.190  0.14
H: -2.450 4.064 3.168  0.14
H: -1.359 3.037 4.138  0.13
H: -4.129 2.081 1.396  0.14
H: -1.810 -0.603 2.647  0.09
H: -2.542 -3.064 2.551  0.10
H: -4.768 -3.710 1.441  0.10
H: -6.308 -1.859 0.389  0.10
H: -5.538 0.562 0.499  0.11
C: 3.810 3.903 3.518  -0.08
C: 5.050 3.527 3.007  -0.07
C: 6.155 3.462 3.842  0.00
C: 6.027 3.783 5.191  -0.08
C: 4.790 4.182 5.698  -0.08
C: 3.680 4.230 4.860  -0.01
C: 4.649 4.575 7.124  -0.28
O: 3.569 4.919 7.563  0.11
C: 5.849 4.548 7.995  -0.09
C: 5.746 4.968 9.318  0.00
C: 6.859 4.934 10.145  -0.05
C: 8.079 4.473 9.656  -0.05
C: 8.188 4.059 8.337  0.01
C: 7.077 4.104 7.500  -0.09
C: 7.213 3.693 6.081  -0.28
O: 8.277 3.293 5.650  0.11
H: 2.944 3.945 2.866  0.09
H: 5.153 3.284 1.955  0.11
H: 7.117 3.165 3.442  0.12
H: 2.714 4.527 5.253  0.12
H: 4.799 5.325 9.705  0.12
H: 6.778 5.266 11.173  0.11
H: 8.946 4.440 10.305  0.11
H: 9.140 3.705 7.960  0.12
C: 0.650 -2.407 -7.027  -0.05
C: 0.879 -1.863 -8.288  -0.04
C: 1.353 -0.564 -8.410  0.01
C: 1.589 0.200 -7.271  -0.08
C: 1.337 -0.338 -6.007  -0.09
C: 0.877 -1.647 -5.889  0.00
C: 1.537 0.480 -4.787  -0.28
O: 1.319 0.009 -3.683  0.07
C: 1.997 1.884 -4.933  -0.09
C: 2.136 2.684 -3.801  -0.01
C: 2.578 3.993 -3.926  -0.06
C: 2.893 4.506 -5.181  -0.05
C: 2.752 3.715 -6.312  0.01
C: 2.295 2.406 -6.192  -0.08
C: 2.114 1.580 -7.413  -0.28
O: 2.385 2.030 -8.507  0.12
H: 0.288 -3.424 -6.933  0.11
H: 0.689 -2.454 -9.176  0.11
H: 1.535 -0.147 -9.393  0.13
H: 0.692 -2.073 -4.910  0.12
H: 1.895 2.289 -2.822  0.10
H: 2.680 4.616 -3.045  0.10
H: 3.246 5.527 -5.277  0.11
H: 2.994 4.120 -7.287  0.13
C: -5.055 -2.186 -3.118  -0.06
C: -4.557 -2.448 -4.392  -0.06
C: -4.573 -3.741 -4.893  0.00
C: -5.077 -4.782 -4.117  -0.08
C: -5.553 -4.523 -2.832  -0.08
C: -5.552 -3.221 -2.340  0.00
C: -6.048 -5.627 -1.973  -0.28
O: -6.466 -5.399 -0.853  0.10
C: -6.015 -7.013 -2.500  -0.09
C: -6.421 -8.068 -1.687  0.00
C: -6.406 -9.366 -2.176  -0.05
C: -5.993 -9.616 -3.482  -0.05
C: -5.582 -8.570 -4.294  0.00
C: -5.582 -7.267 -3.803  -0.08
C: -5.106 -6.160 -4.669  -0.28
O: -4.741 -6.376 -5.808  0.11
H: -5.051 -1.174 -2.731  0.10
H: -4.158 -1.640 -4.995  0.11
H: -4.190 -3.940 -5.887  0.12
H: -5.932 -3.015 -1.350  0.08
H: -6.747 -7.879 -0.671  0.12
H: -6.718 -10.186 -1.540  0.11
H: -5.989 -10.630 -3.864  0.11
H: -5.257 -8.770 -5.308  0.12

Cartesian forces, eV/Å:
C -0.76 1.12 -0.14
C 1.10 -2.00 -0.91
C -2.42 3.21 -0.90
C 0.44 0.33 2.66
C 2.10 -2.76 0.23
N -1.73 1.03 -2.53
C 0.44 1.13 1.13
C -0.45 0.30 -0.68
C 0.28 0.75 0.95
O 0.33 -0.02 -0.74
N 0.04 -0.62 1.17
C -1.11 -1.95 -0.60
C -2.05 -0.21 -1.09
C -0.85 1.80 -0.75
C 0.15 1.18 -0.16
C 2.44 1.01 1.29
C 0.90 -1.48 0.61
N 1.19 -1.67 -0.28
H 0.66 0.04 -0.77
H -0.54 -0.92 -0.38
H -0.41 0.91 0.21
H -0.60 0.86 0.17
H -0.09 0.58 0.97
H 0.37 -0.35 1.10
H 0.33 -0.64 0.78
H -0.74 -0.79 -0.27
H 0.60 -0.91 -0.15
H -0.43 -0.24 -1.13
H 0.52 -0.15 -0.19
H -0.82 -0.37 -0.34
H -0.74 0.58 -0.45
H 0.25 1.03 0.01
H 0.97 0.05 0.58
H 0.68 -0.75 0.52
C 0.09 -0.05 0.11
C -0.01 -0.02 0.09
C -0.06 -0.05 -0.22
C -0.25 0.05 -0.15
C 0.07 -0.08 -0.22
C -0.16 -0.03 -0.21
C -0.51 0.23 0.41
O 0.08 -0.07 -0.14
C 0.19 0.00 0.06
C 0.05 0.04 0.20
C -0.01 -0.04 -0.11
C -0.09 0.00 -0.08
C 0.11 0.03 0.16
C -0.08 0.06 0.16
C 0.70 -0.19 -0.08
O -0.18 0.03 -0.02
H 0.04 0.03 0.02
H 0.02 0.02 0.06
H -0.01 0.03 0.19
H 0.15 0.03 0.14
H 0.01 -0.07 -0.17
H 0.00 -0.02 -0.07
H -0.05 0.00 -0.05
H -0.14 0.02 -0.11
C 0.02 0.08 0.02
C 0.03 0.07 0.09
C -0.05 -0.16 -0.12
C -0.09 -0.18 0.08
C -0.01 -0.07 -0.11
C -0.07 -0.15 -0.07
C -0.10 -0.28 0.40
O -0.03 0.09 0.11
C 0.02 0.14 0.00
C 0.06 0.24 0.04
C -0.03 -0.11 -0.04
C -0.03 -0.09 -0.01
C 0.04 0.18 0.08
C 0.02 0.12 0.23
C 0.13 0.19 -0.69
O -0.03 -0.02 0.17
H 0.02 0.06 0.00
H 0.02 0.04 0.05
H 0.05 0.10 0.15
H 0.04 0.15 -0.02
H 0.02 -0.12 -0.14
H 0.01 -0.03 -0.06
H -0.02 -0.07 0.00
H -0.07 -0.17 0.00
C 0.01 -0.10 -0.01
C -0.03 -0.10 0.05
C 0.06 0.22 -0.04
C 0.02 0.21 0.13
C 0.07 0.11 -0.15
C 0.07 0.22 -0.09
C -0.25 0.04 0.60
O 0.10 0.03 -0.10
C 0.03 -0.17 -0.09
C -0.04 -0.20 0.06
C 0.02 0.10 -0.05
C 0.01 0.11 0.03
C -0.01 -0.20 0.01
C -0.07 -0.10 0.14
C 0.18 -0.21 -0.63
O -0.02 0.07 0.15
H -0.01 -0.06 -0.01
H -0.04 -0.05 0.02
H -0.09 -0.14 0.08
H 0.01 -0.22 -0.08
H 0.03 0.14 -0.11
H 0.01 0.06 -0.04
H 0.00 0.07 0.02
H 0.01 0.17 0.06


No. 2
Density functional theory data (the ωB97M-V functional and the def2-TZVPD basis) for 3 unconnected molecules or ions with the total composition C2H7O4 in a non-equilibrium geometry.

Calculated values
orbital gap: 8.84 eV
charge: -1
relative energy (zero: lowest compared OMol25 entry of this formula, charge and spin): 63.0 kJ/mol

Last column: natural (NBO) charge in e.
Element x y z (Å)
O: 0.929 1.953 0.136  -0.73
C: 0.033 1.115 0.104  0.81
O: -0.071 0.059 -0.578  -0.83
C: -1.179 1.257 1.195  -0.77
H: -2.178 1.086 0.757  0.19
H: -0.972 0.426 1.875  0.22
H: -1.136 2.310 1.445  0.21
H: -0.751 -2.153 -1.564  0.44
H: -1.180 -0.905 -0.752  0.50
O: -1.486 -1.873 -1.017  -1.04
H: 1.961 -0.748 -0.446  0.51
H: 3.244 -1.348 -0.991  0.45
O: 2.787 -1.179 -0.164  -0.97

Cartesian forces, eV/Å:
O 0.06 0.02 -0.24
C -1.82 -0.10 1.53
O 1.12 0.49 -0.55
C 0.81 0.00 -2.31
H 0.49 -0.18 -0.11
H -0.09 0.75 0.59
H 0.07 -0.14 1.20
H 0.09 0.00 0.01
H -0.02 -1.74 -0.36
O -0.52 0.83 0.22
H -0.24 0.16 0.22
H 0.06 0.01 -0.02
O -0.03 -0.09 -0.17


No. 3
Density functional theory data (the ωB97M-V functional and the def2-TZVPD basis) for a molecular structure, C31H47AsN2O4OsSSb2Si in a non-equilibrium geometry.

Calculated values
⟨S²⟩: 6.054
orbital gap (alpha / beta): 7.25 / 6.18 eV
charge: +2
relative energy (zero: lowest compared OMol25 entry of this formula, charge and spin): 45.8 kJ/mol
2S+1: 5

Last column: Löwdin charge in e.
Element x y z (Å)
Os: 0.488 0.273 -0.019  1.08
C: -0.163 0.590 4.100  -0.27
Sb: 0.641 -0.500 2.477  1.34
C: 2.652 -0.682 3.130  -0.26
C: 0.057 -2.517 3.006  -0.28
C: -1.389 -2.860 3.161  -0.26
C: -2.056 -2.452 4.307  -0.04
C: -3.372 -2.816 4.560  -0.03
C: -4.056 -3.637 3.660  -0.05
C: -3.421 -4.060 2.520  -0.04
C: -2.085 -3.679 2.220  -0.32
C: -1.520 -4.109 1.001  -0.04
Sb: -2.285 -1.883 -0.358  1.51
C: -1.968 -2.658 -2.317  -0.28
C: -4.351 -2.378 -0.285  -0.27
H: 0.184 1.617 4.030  0.01
H: 0.206 0.125 5.013  0.03
H: -1.250 0.579 4.079  0.02
H: 2.680 -1.327 4.007  0.03
H: 3.027 0.306 3.391  0.02
H: 3.279 -1.099 2.343  0.00
H: 0.558 -2.605 3.972  0.08
H: 0.574 -3.174 2.313  0.04
H: -1.523 -1.861 5.042  0.11
H: -3.855 -2.489 5.471  0.12
H: -5.069 -3.951 3.869  0.12
H: -3.933 -4.719 1.830  0.12
H: -2.067 -4.814 0.387  0.08
H: -0.467 -3.994 0.781  0.03
H: -2.655 -3.481 -2.504  0.02
H: -0.940 -2.991 -2.445  0.00
H: -2.173 -1.845 -3.013  0.02
H: -4.466 -3.459 -0.257  0.02
H: -4.788 -1.991 -1.205  0.02
H: -4.835 -1.933 0.580  0.02
C: 1.673 -2.788 -0.418  -0.19
Si: 2.885 -1.531 -1.085  0.42
C: 4.584 -2.168 -0.681  -0.16
C: 2.673 -1.338 -2.916  -0.16
N: 2.418 0.015 -0.262  -0.26
C: 3.339 1.015 0.112  -0.38
C: 4.630 1.040 -0.429  -0.05
C: 5.525 2.040 -0.086  -0.05
C: 5.157 3.042 0.800  -0.06
C: 3.873 3.041 1.329  -0.06
C: 2.975 2.044 0.991  -0.08
H: 1.805 -3.739 -0.941  0.06
H: 0.627 -2.492 -0.538  -0.04
H: 1.870 -2.965 0.642  0.02
H: 4.549 -3.254 -0.798  0.05
H: 4.902 -1.955 0.341  0.05
H: 5.352 -1.793 -1.358  0.04
H: 2.931 -2.281 -3.405  0.06
H: 3.333 -0.569 -3.323  0.04
H: 1.639 -1.093 -3.159  0.00
H: 4.933 0.288 -1.144  0.08
H: 6.515 2.035 -0.521  0.12
H: 5.861 3.817 1.072  0.11
H: 3.566 3.821 2.013  0.12
H: 1.978 2.076 1.415  0.06
O: -3.051 0.079 -1.115  -0.15
C: -2.591 1.100 -0.555  -0.50
N: -1.492 1.109 0.215  -0.26
S: -1.042 2.657 0.589  0.62
O: 0.072 2.955 -0.301  -0.35
O: -0.812 2.800 1.990  -0.27
C: -2.508 3.415 -0.001  -0.22
C: -2.923 4.725 0.072  0.00
C: -4.129 5.034 -0.552  -0.02
C: -4.873 4.061 -1.213  -0.02
C: -4.439 2.739 -1.269  0.03
C: -3.242 2.430 -0.652  -0.14
H: -2.347 5.479 0.592  0.13
H: -4.496 6.051 -0.516  0.12
H: -5.808 4.335 -1.682  0.12
H: -5.016 1.972 -1.767  0.13
C: 0.663 0.915 -4.885  -0.18
As: 0.536 1.747 -3.169  1.05
C: 2.236 2.512 -2.749  -0.16
C: -0.765 3.133 -3.399  -0.17
O: 0.070 0.529 -2.082  -0.65
H: 0.850 1.682 -5.636  0.06
H: -0.278 0.412 -5.102  0.06
H: 1.474 0.191 -4.888  0.03
H: 2.599 3.033 -3.635  0.06
H: 2.921 1.708 -2.489  0.02
H: 2.140 3.200 -1.914  0.05
H: -0.484 3.686 -4.296  0.06
H: -0.773 3.798 -2.543  0.03
H: -1.745 2.682 -3.549  0.05

Cartesian forces, eV/Å:
Os 0.09 -0.70 -0.89
C -0.04 -0.02 -0.10
Sb 0.17 -0.02 0.37
C -0.03 0.05 -0.02
C 0.02 0.09 -0.06
C 0.03 0.01 0.02
C 0.02 0.00 -0.02
C -0.01 -0.03 -0.03
C 0.02 0.02 0.01
C -0.02 0.01 -0.02
C -0.01 -0.09 0.02
C -0.06 0.04 -0.02
Sb 0.06 0.10 -0.06
C -0.02 0.02 0.07
C 0.08 -0.05 0.08
H 0.00 0.00 0.02
H -0.03 0.02 0.03
H 0.00 0.01 -0.01
H 0.01 0.01 0.01
H 0.03 -0.02 0.00
H -0.02 -0.01 -0.01
H -0.02 -0.07 0.01
H 0.01 -0.04 0.04
H -0.01 0.00 0.01
H 0.00 0.01 0.00
H 0.00 0.00 0.01
H 0.00 0.01 -0.01
H -0.01 -0.05 0.01
H -0.03 -0.02 0.01
H 0.01 -0.01 -0.04
H 0.00 0.00 -0.01
H 0.00 -0.01 -0.02
H -0.02 -0.02 0.00
H -0.01 0.01 0.01
H 0.01 -0.01 0.00
C -0.04 0.03 -0.04
Si -0.03 -0.01 0.12
C 0.04 0.08 0.10
C 0.02 -0.01 -0.07
N -0.25 -0.10 0.08
C 0.02 0.06 -0.04
C 0.00 0.00 -0.06
C 0.00 0.00 -0.01
C -0.02 0.00 0.01
C 0.04 0.01 -0.01
C -0.03 -0.02 0.03
H 0.01 0.01 -0.01
H -0.02 0.00 0.00
H 0.01 -0.03 -0.01
H 0.02 -0.01 0.01
H 0.00 0.00 0.00
H 0.01 -0.02 0.02
H 0.01 0.01 -0.02
H -0.01 -0.01 -0.01
H 0.03 -0.06 0.03
H 0.01 0.02 0.02
H 0.01 0.00 0.01
H 0.00 0.01 -0.01
H 0.00 0.00 0.00
H 0.01 -0.01 -0.01
O 0.04 0.08 0.03
C 0.03 -0.09 0.05
N 0.20 0.24 -0.09
S 0.01 0.51 0.17
O -0.02 -0.02 0.20
O -0.16 0.12 0.00
C -0.07 -0.15 -0.12
C 0.01 0.01 0.01
C -0.01 0.00 0.00
C 0.02 -0.02 0.01
C 0.00 0.03 0.00
C 0.00 0.00 0.02
H 0.00 0.00 -0.01
H -0.01 0.00 -0.01
H 0.00 0.01 0.00
H -0.01 0.01 0.00
C 0.01 -0.05 -0.02
As 0.05 -0.03 -0.10
C -0.04 -0.05 -0.01
C -0.02 -0.04 0.03
O -0.01 0.10 0.18
H -0.01 0.00 -0.01
H 0.00 0.00 0.00
H -0.02 0.04 -0.04
H 0.00 0.03 0.02
H 0.00 0.04 -0.02
H -0.01 0.02 0.07
H -0.02 0.01 0.01
H 0.00 0.02 0.08
H 0.00 -0.01 0.01


- Which formula does entry 3 have?
  C31H47AsN2O4OsSSb2Si